58
Properties=species:S:1:pos:R:3:forces:R:3:mulliken_charge:R:1 method="wB97M-V/def2-TZVPD" lumo_energy_ev=0.63 orbital_gap_ev=9.67 total_energy_ha=-1348.324154 smiles="CC(=O)OCCCCP.CCO.CCO.CCO.CCO" charge=0
C -1.768 -0.670 -1.416 0.2704 -0.1047 -0.2183 -0.935
C -0.891 0.286 -0.655 -0.1462 0.9883 0.0389 0.577
O -0.810 1.468 -0.912 0.0157 -1.0917 0.1672 -0.527
O -0.307 -0.196 0.483 0.3977 0.0462 -0.2311 -0.155
C 0.819 -1.102 0.528 0.0867 -0.2315 0.3469 -0.564
C 1.220 -1.883 -0.724 0.0736 -0.1258 -0.1706 -0.498
C 2.364 -1.288 -1.584 -0.0228 -0.0719 0.1450 -0.917
C 2.385 0.240 -1.778 0.2810 0.0262 -0.0959 -0.364
P 1.615 0.665 -3.405 -0.5312 -0.3152 0.0966 -0.136
H -2.732 -0.186 -1.594 0.1813 -0.0960 -0.0379 0.419
H -1.902 -1.613 -0.884 -0.0440 0.1445 -0.0245 0.318
H -1.299 -0.880 -2.388 -0.2445 0.0942 0.1252 0.109
H 1.684 -0.524 0.883 -0.2011 -0.0115 -0.0638 0.322
H 0.563 -1.808 1.326 0.0155 0.1338 -0.1679 0.353
H 0.350 -2.119 -1.341 0.0230 0.1472 0.0607 0.235
H 1.575 -2.859 -0.362 -0.1076 0.1900 -0.1064 0.388
H 3.322 -1.594 -1.146 -0.1872 0.0636 0.0033 0.327
H 2.319 -1.778 -2.569 0.0985 0.0418 0.2033 0.434
H 1.842 0.773 -0.999 -0.0795 -0.0280 0.0928 0.308
H 3.420 0.603 -1.748 -0.2185 -0.0553 0.0254 0.267
H 1.806 2.060 -3.406 0.1997 0.0562 -0.0911 -0.009
H 2.736 0.309 -4.184 0.1105 0.2160 -0.1244 0.048
C 3.997 3.945 -1.995 0.0828 -0.0521 -0.0199 -0.862
C 4.978 3.389 -0.981 0.0072 -0.0103 0.0091 -0.290
O 5.970 2.559 -1.579 -0.0717 0.0099 0.0256 -0.531
H 3.527 3.130 -2.544 -0.0261 0.0090 -0.0054 0.112
H 3.219 4.532 -1.505 -0.0032 0.0037 0.0044 0.311
H 4.504 4.589 -2.718 -0.0020 0.0264 0.0237 0.388
H 4.462 2.746 -0.268 -0.0149 0.0119 0.0278 0.233
H 5.448 4.199 -0.414 -0.0010 -0.0097 0.0069 0.344
H 6.460 3.089 -2.214 0.0363 0.0078 -0.0423 0.297
C -4.373 -3.036 -4.852 0.0543 -0.0126 0.0654 -1.017
C -3.208 -2.126 -5.190 0.0020 0.0176 0.0031 -0.234
O -2.102 -2.303 -4.309 -0.0342 -0.0363 0.0071 -0.438
H -4.699 -2.870 -3.825 -0.0107 0.0067 -0.0032 0.256
H -5.216 -2.855 -5.519 0.0024 0.0085 -0.0162 0.339
H -4.086 -4.086 -4.950 -0.0118 -0.0028 -0.0196 0.320
H -3.495 -1.081 -5.082 -0.0079 0.0178 -0.0161 0.279
H -2.893 -2.276 -6.228 -0.0016 0.0148 -0.0024 0.261
H -1.797 -3.211 -4.390 0.0236 -0.0377 -0.0104 0.248
C -0.322 1.115 3.575 0.0830 -0.0010 0.0050 -0.353
C 0.087 2.350 4.355 0.0120 0.0232 -0.0245 -0.462
O 1.364 2.837 3.959 -0.0426 -0.0348 0.0295 -0.515
H 0.419 0.324 3.704 -0.0127 -0.0117 0.0216 0.286
H -1.294 0.746 3.912 -0.0197 0.0319 0.0052 0.006
H -0.395 1.333 2.509 -0.0449 -0.0169 -0.0154 0.125
H 0.178 2.128 5.418 -0.0031 -0.0019 0.0160 0.324
H -0.669 3.136 4.244 -0.0120 -0.0083 0.0232 0.276
H 1.318 3.058 3.024 0.0160 0.0119 -0.0451 0.296
C -3.831 -0.824 6.124 -0.0032 -0.0048 -0.0791 -0.893
C -3.026 -2.082 5.857 0.0185 0.0221 -0.0153 -0.217
O -2.796 -2.299 4.470 -0.0180 -0.0005 0.0326 -0.481
H -4.786 -0.866 5.601 -0.0076 -0.0014 0.0085 0.253
H -4.021 -0.701 7.191 0.0111 -0.0077 0.0118 0.322
H -3.293 0.061 5.774 0.0055 0.0080 0.0214 0.240
H -3.569 -2.962 6.200 -0.0005 -0.0129 0.0204 0.287
H -2.075 -2.047 6.400 -0.0033 -0.0139 0.0083 0.251
H -2.302 -1.549 4.125 0.0273 0.0297 -0.0351 0.243